Entry 1:
{"formula": "C5H6Br2", "method": "wB97M-V/def2-TZVPD", "symbols": ["C", "C", "C", "C", "C", "Br", "Br", "H", "H", "H", "H", "H", "H"], "coordinates": [[0.1715, 0.7443, 2.3253], [0.1828, 0.1310, 1.2822], [-1.3336, -0.0118, -0.4726], [1.1664, -0.2353, -0.8540], [-0.0055, -0.4752, 0.0443], [1.2110, 1.6774, -1.3917], [-0.0122, -2.6145, 0.1160], [0.1662, 1.4195, 3.1178], [-1.1642, 0.8834, -1.1106], [-1.7458, -0.5847, -1.3780], [-2.1558, 0.1030, 0.2084], [2.0343, -0.3332, -0.1341], [1.4849, -0.7039, -1.7530]], "smiles": "C#C[C@](C)(Br)CBr", "e_above_lowest_kcal_mol": 43.5, "orbital_gap_ev": 9.8, "lumo_energy_ev": -0.42, "homo_energy_ev": -10.247}

Entry 2:
{"formula": "C25H23ClN2O9PdS3", "method": "wB97M-V/def2-TZVPD", "symbols": ["Pd", "O", "S", "O", "O", "C", "C", "C", "C", "C", "C", "S", "O", "O", "O", "H", "H", "H", "H", "C", "C", "N", "C", "C", "C", "S", "N", "C", "O", "C", "C", "C", "C", "C", "C", "H", "H", "H", "H", "H", "H", "H", "H", "H", "H", "H", "H", "H", "H", "H", "Cl", "C", "C", "C", "C", "O", "C", "C", "O", "C", "H", "H", "H", "H"], "coordinates": [[0.5487, -0.5490, -0.1957], [0.5760, -1.0370, 3.8799], [0.8377, -0.6584, 2.5227], [1.4614, -1.7157, 1.7100], [-0.3571, -0.1528, 1.7804], [2.1043, 0.6240, 2.5970], [2.9980, 0.3456, 3.6376], [4.0939, 1.1440, 3.8843], [4.3063, 2.2685, 3.1019], [3.4364, 2.5525, 2.0720], [2.3359, 1.7366, 1.7810], [1.5194, 2.3989, 0.3065], [2.5689, 2.4477, -0.6742], [0.9388, 3.6540, 0.7057], [0.3972, 1.4802, -0.1000], [2.7995, -0.5123, 4.2634], [4.7729, 0.8933, 4.6886], [5.1497, 2.9201, 3.2892], [3.6015, 3.4252, 1.4548], [-5.6445, 1.7081, 2.0265], [-5.6274, 1.8302, 0.5119], [-4.2606, 1.7475, -0.0208], [-3.4870, 2.9814, -0.2188], [-3.6280, 3.5380, -1.6275], [-3.7204, 0.5927, -0.3084], [-2.1109, 0.4486, -0.9171], [-4.3041, -0.6073, -0.0904], [-3.4586, -1.5591, -0.3852], [-2.2656, -1.1923, -0.8562], [-3.7056, -2.9822, -0.2475], [-4.9955, -3.4151, 0.0629], [-5.2396, -4.7677, 0.2014], [-4.2021, -5.6790, 0.0406], [-2.9190, -5.2437, -0.2614], [-2.6606, -3.8922, -0.4125], [-6.6691, 1.7734, 2.3916], [-5.0632, 2.5030, 2.4945], [-5.2289, 0.7494, 2.3350], [-6.0276, 2.7900, 0.1855], [-6.2198, 1.0423, 0.0510], [-2.4392, 2.7731, 0.0261], [-3.8445, 3.6978, 0.5197], [-3.2276, 2.8509, -2.3734], [-3.0755, 4.4730, -1.7065], [-4.6744, 3.7320, -1.8665], [-5.7860, -2.6890, 0.1931], [-6.2360, -5.1150, 0.4384], [-4.3969, -6.7373, 0.1556], [-2.1161, -5.9587, -0.3774], [-1.6617, -3.5441, -0.6437], [6.8601, -3.1370, -0.0346], [5.3642, -2.3743, -0.4967], [5.3661, -1.0324, -0.8808], [4.1947, -0.4001, -1.2365], [2.9775, -1.0960, -1.2059], [1.8750, -0.4690, -1.5826], [2.9921, -2.4529, -0.8196], [1.7629, -3.2109, -0.7632], [0.6331, -2.7371, -0.8625], [4.1908, -3.0851, -0.4718], [6.3011, -0.4876, -0.8876], [4.1673, 0.6447, -1.5129], [1.8647, -4.3004, -0.6415], [4.1842, -4.1258, -0.1725]], "e_above_lowest_kcal_mol": 42.5, "orbital_gap_ev": 6.6, "lumo_energy_ev": -1.38, "homo_energy_ev": -8.026}

Entry 3:
{"formula": "C3H4HgMgO2", "method": "wB97M-V/def2-TZVPD", "symbols": ["O", "Hg", "C", "C", "H", "H", "H", "Mg", "C", "O", "H"], "coordinates": [[0.4449, -1.8542, 0.3832], [-1.0177, 1.4778, -0.3282], [1.1848, -0.7341, 0.6449], [1.5812, -0.0865, -0.4746], [1.4264, -0.6045, 1.6984], [1.8001, -0.5381, -1.4441], [1.9666, 0.9254, -0.3243], [-0.3773, -3.1794, 1.6202], [-3.3382, 2.9861, -0.5078], [-4.3008, 3.5563, -0.5923], [0.6300, -1.9488, -0.6754]], "multiplicity": 2, "e_above_lowest_kcal_mol": 6.4, "orbital_gap_ev": [4.5, 6.2], "lumo_energy_ev": [-16.03, -16.03], "charge": 3, "homo_energy_ev": [-20.547, -22.199]}

Entry 4:
{"formula": "C5H9ClO", "method": "wB97M-V/def2-TZVPD", "symbols": ["C", "C", "C", "C", "C", "O", "Cl", "H", "H", "H", "H", "H", "H", "H", "H", "H"], "coordinates": [[-0.7408, -0.0724, 0.5009], [0.1370, 1.0645, 0.8541], [-0.4376, -0.7066, -0.8429], [-1.6590, -0.8234, 1.3427], [2.2729, 1.6209, -0.5219], [-1.0972, 1.3512, 0.4192], [0.5799, 1.4561, 2.5920], [0.5584, -0.5206, -1.0793], [-1.1972, -0.2905, -1.4550], [-0.6822, -1.7929, -0.8109], [-1.3816, -1.8864, 1.0828], [-2.7187, -0.6097, 0.9723], [-1.5063, -0.4167, 2.4563], [3.1836, 1.0977, -0.2545], [2.1978, 2.6747, -0.2173], [1.4886, 1.2107, -1.1475]], "e_above_lowest_kcal_mol": 132.2, "orbital_gap_ev": [8.8, 8.4], "lumo_energy_ev": [0.13, -0.35], "homo_energy_ev": [-8.651, -8.764]}

Entry 5:
{"formula": "C6H11ClN2", "method": "wB97M-V/def2-TZVPD", "symbols": ["C", "C", "N", "C", "C", "N", "C", "C", "H", "H", "H", "H", "H", "H", "H", "H", "H", "H", "H", "Cl"], "coordinates": [[2.6254, 0.3668, 1.3516], [1.5505, 1.3135, 0.8450], [0.4806, 0.6136, 0.1246], [0.6432, -0.2726, -0.9072], [-0.5764, -0.7384, -1.2511], [-1.4772, -0.0617, -0.4567], [-0.8195, 0.7634, 0.3479], [-2.8805, -0.4033, -0.3820], [3.2744, 0.0451, 0.5408], [2.1562, -0.4628, 1.8773], [3.2450, 0.8892, 2.0797], [1.9209, 2.0993, 0.1858], [1.0820, 1.8244, 1.6861], [1.6173, -0.4284, -1.3355], [-0.9052, -1.4206, -2.0321], [-1.2570, 1.4790, 1.0214], [-3.3137, -0.5676, -1.3632], [-3.4208, 0.3705, 0.1644], [-3.0660, -1.3004, 0.2107], [-0.8792, -4.1088, -2.7075]], "e_above_lowest_kcal_mol": 13.2, "orbital_gap_ev": 6.2, "lumo_energy_ev": -0.28, "homo_energy_ev": -6.460}

Entry 6:
{"formula": "C48H46IrN3O3P2", "method": "wB97M-V/def2-TZVPD", "symbols": ["Ir", "O", "C", "C", "C", "C", "C", "C", "P", "C", "C", "C", "C", "C", "C", "C", "C", "C", "C", "C", "C", "C", "C", "C", "C", "C", "C", "P", "C", "C", "C", "C", "C", "C", "C", "C", "C", "C", "C", "C", "H", "H", "H", "H", "H", "H", "H", "H", "H", "H", "H", "H", "H", "H", "H", "H", "H", "H", "H", "H", "H", "H", "H", "H", "H", "H", "H", "H", "O", "C", "O", "C", "C", "C", "C", "C", "C", "H", "H", "H", "H", "H", "C", "N", "C", "C", "N", "N", "C", "C", "H", "H", "H", "H", "H", "H", "H", "H", "H", "H", "H", "H", "H"], "coordinates": [[0.0982, 0.0315, 0.5152], [0.2761, 3.1180, -0.8875], [-0.4991, 3.0946, -2.0337], [-0.3180, 3.9615, -3.0918], [-1.1720, 3.8633, -4.1825], [-2.1901, 2.9208, -4.2045], [-2.3678, 2.0654, -3.1278], [-1.5154, 2.1429, -2.0289], [-1.6700, 1.0825, -0.5756], [-3.1506, 0.1055, -0.8726], [-4.3856, 0.3668, -0.2895], [-5.4912, -0.3937, -0.6465], [-5.3671, -1.4162, -1.5740], [-4.1312, -1.6905, -2.1474], [-3.0265, -0.9322, -1.8009], [-1.7736, 2.1532, 0.8917], [-2.7988, 2.8935, 1.4514], [-2.6097, 3.4859, 2.6992], [-1.4155, 3.3351, 3.3878], [-0.3654, 2.6135, 2.8259], [-0.5575, 2.0396, 1.5832], [1.6467, 3.2670, -1.0018], [2.1991, 4.5332, -0.9850], [3.5747, 4.6734, -1.0984], [4.3781, 3.5501, -1.2277], [3.8149, 2.2837, -1.2107], [2.4341, 2.1172, -1.0724], [1.6799, 0.4616, -1.1036], [1.0804, 0.2284, -2.7939], [0.3460, -0.9115, -3.1335], [-0.0588, -1.1084, -4.4436], [0.2604, -0.1760, -5.4226], [1.0026, 0.9471, -5.0924], [1.4203, 1.1475, -3.7850], [3.0722, -0.6691, -0.8932], [3.9239, -0.5134, 0.2049], [4.9986, -1.3654, 0.3784], [5.2260, -2.3906, -0.5347], [4.3862, -2.5493, -1.6248], [3.3124, -1.6874, -1.8108], [0.4737, 4.6976, -3.0724], [-1.0422, 4.5375, -5.0187], [-2.8535, 2.8565, -5.0557], [-3.1693, 1.3395, -3.1449], [-4.4997, 1.1479, 0.4470], [-6.4522, -0.1827, -0.1962], [-6.2333, -2.0025, -1.8508], [-4.0279, -2.4945, -2.8638], [-2.0672, -1.1416, -2.2581], [-3.7349, 3.0335, 0.9292], [-3.4057, 4.0761, 3.1333], [-1.2869, 3.8060, 4.3531], [0.5887, 2.5434, 3.3324], [0.4223, 1.7767, 1.0323], [1.5490, 5.3927, -0.8877], [4.0156, 5.6611, -1.0942], [5.4484, 3.6563, -1.3382], [4.4566, 1.4211, -1.3154], [0.1154, -1.6524, -2.3800], [-0.6160, -1.9995, -4.7025], [-0.0583, -0.3329, -6.4446], [1.2663, 1.6691, -5.8538], [2.0103, 2.0226, -3.5476], [3.7602, 0.2895, 0.9124], [5.6645, -1.2299, 1.2203], [6.0669, -3.0576, -0.3982], [4.5676, -3.3384, -2.3418], [2.6749, -1.8143, -2.6741], [-1.0683, -3.7377, -0.3332], [-0.9903, -2.6293, 0.1386], [-0.0236, -1.8026, -0.2376], [-1.9994, -2.1292, 1.1343], [-3.2531, -2.7261, 1.1547], [-4.2400, -2.2368, 1.9966], [-3.9939, -1.1426, 2.8201], [-2.7442, -0.5457, 2.8162], [-1.7526, -1.0564, 1.9851], [-3.4386, -3.5643, 0.4964], [-5.2145, -2.7074, 2.0069], [-4.7713, -0.7702, 3.4740], [-2.5261, 0.2865, 3.4751], [-0.7302, -0.7140, 2.2142], [0.4402, -4.1285, 2.8360], [1.1968, -3.0596, 2.1920], [1.9598, -3.4693, 1.0151], [1.3428, -1.8435, 2.7506], [1.4596, -0.7398, 2.0042], [1.3390, -1.7544, 4.1003], [1.0035, -0.5116, 4.7757], [1.9576, -2.7735, 4.9457], [-0.1621, -4.6187, 2.0704], [-0.2234, -3.7159, 3.5923], [1.0892, -4.8784, 3.2922], [2.7026, -4.2122, 1.3181], [2.4604, -2.6095, 0.5894], [1.2997, -3.9101, 0.2706], [1.8739, 0.0013, 2.5549], [0.2712, 0.0501, 4.1968], [1.8844, 0.1147, 4.9510], [0.5629, -0.7490, 5.7430], [2.5190, -3.4750, 4.3363], [1.2161, -3.3163, 5.5329], [2.6528, -2.2846, 5.6288]], "e_above_lowest_kcal_mol": 20.1, "orbital_gap_ev": 7.9, "lumo_energy_ev": -5.85, "charge": 2, "homo_energy_ev": -13.785}